Below is C43H48BCl3CsN19O4PS3Se2Te2 as an isolated structure in a non-equilibrium geometry, with properties calculated with ωB97M-V/def2-TZVPD.

Structure (XYZ):
```
127
C43H48BCl3CsN19O4PS3Se2Te2 (ωB97M-V/def2-TZVPD)
Cs -0.248 0.279 -0.177
C -0.251 -1.746 -5.406
C 0.347 -1.835 -4.138
N 0.560 -0.636 -3.618
N 0.128 0.251 -4.543
C -0.367 -0.394 -5.623
B 0.145 1.769 -4.299
N 1.461 2.283 -3.685
C 2.046 3.471 -3.956
C 3.139 3.604 -3.133
C 3.131 2.422 -2.372
N 2.123 1.629 -2.707
N -1.065 2.138 -3.393
C -2.310 1.620 -3.507
C -3.134 2.266 -2.616
C -2.287 3.188 -1.984
N -1.045 3.108 -2.452
N -0.053 2.502 -5.647
C -0.975 3.445 -5.942
C -0.741 3.874 -7.228
C 0.372 3.114 -7.641
N 0.784 2.294 -6.688
H -0.557 -2.551 -6.051
H 0.629 -2.722 -3.592
H -0.758 0.151 -6.466
H 1.648 4.129 -4.710
H 3.827 4.431 -3.080
H 3.813 2.117 -1.591
H -2.520 0.822 -4.201
H -4.172 2.064 -2.415
H -2.520 3.897 -1.204
H -1.716 3.745 -5.219
H -1.290 4.617 -7.783
H 0.886 3.130 -8.591
Se -4.941 0.164 -0.483
Te -4.686 -1.601 -2.206
Te -2.198 -2.514 -1.749
Se -2.284 -4.495 -3.131
O -0.748 1.015 2.757
H -0.703 1.940 3.043
H -1.717 0.833 2.734
O 2.688 -1.345 -1.776
H 2.141 -0.753 -2.332
H 2.056 -1.888 -1.290
O -3.453 0.792 2.568
H -3.636 1.740 2.624
H -3.877 0.486 1.744
N 0.965 4.416 -0.745
N 1.553 3.632 0.209
N 2.345 4.144 1.120
C 2.765 3.044 1.735
N 2.265 1.928 1.199
N 1.468 2.329 0.221
H 0.585 5.233 -0.286
H 0.309 3.879 -1.332
H 3.443 3.062 2.571
N 0.835 -0.847 3.947
C 1.155 -2.126 3.753
N 1.986 -2.705 4.672
N 0.721 -2.911 2.804
C 0.110 -2.491 1.724
N -0.347 -2.253 0.682
H 1.212 -0.362 4.741
H 0.178 -0.313 3.369
H 2.643 -2.094 5.126
H 2.384 -3.564 4.331
Cl 8.150 -5.865 -2.694
C 7.471 -4.282 -2.413
C 6.109 -4.085 -2.541
C 5.600 -2.815 -2.324
C 6.415 -1.736 -1.987
C 5.737 -0.393 -1.782
C 5.725 0.062 -0.319
N 5.272 -0.963 0.601
C 6.017 -2.026 1.063
C 5.201 -2.709 1.911
N 3.972 -2.091 1.995
C 4.057 -1.050 1.200
O 6.366 0.660 -2.481
C 6.000 0.733 -3.854
C 6.414 -0.482 -4.625
C 5.557 -1.335 -5.247
Cl 3.855 -1.211 -5.330
S 6.358 -2.666 -5.976
C 7.886 -2.086 -5.453
C 7.768 -0.926 -4.760
C 7.777 -1.983 -1.858
Cl 8.916 -0.732 -1.415
C 8.314 -3.243 -2.068
H 5.458 -4.905 -2.810
H 4.532 -2.638 -2.414
H 4.701 -0.516 -2.117
H 5.075 0.930 -0.229
H 6.734 0.363 -0.037
H 7.035 -2.190 0.750
H 5.422 -3.611 2.459
H 3.278 -0.319 1.065
H 6.520 1.614 -4.231
H 4.928 0.897 -3.956
H 8.783 -2.639 -5.683
H 8.607 -0.395 -4.329
H 9.378 -3.405 -1.964
S -2.965 6.798 4.557
P -2.780 5.530 3.053
S -1.246 4.253 3.023
C -4.319 4.542 2.867
C -4.533 3.804 1.702
C -5.657 3.003 1.563
C -6.577 2.920 2.603
C -6.370 3.648 3.766
C -5.247 4.459 3.898
C -2.796 6.450 1.456
C -3.513 7.637 1.337
C -3.535 8.327 0.132
C -2.842 7.839 -0.970
C -2.127 6.654 -0.861
C -2.104 5.970 0.350
H -3.807 3.847 0.899
H -5.798 2.421 0.661
H -7.446 2.282 2.501
H -7.083 3.580 4.580
H -5.075 5.040 4.796
H -4.037 8.019 2.205
H -4.095 9.252 0.051
H -2.862 8.378 -1.909
H -1.595 6.259 -1.720
H -1.555 5.042 0.462
```

The HOMO-LUMO gap (spin up / spin down) is 5.4 / 4.9 eV. As for the multiplicity: 2. The max |F| comes out at 1.65 eV/Å. As for the HOMO energy (spin up / spin down): -2.462 / -2.374 eV. Its net charge is -2. The expectation value of S² is 0.76.